(1)
C19H22N2O3 as an isolated structure in a non-equilibrium geometry. Source: the OMol25 dataset; level of theory: ωB97M-V with the def2-TZVPD basis set.

Values from the calculation:
* energy: -1071.8214 hartree
* ΔE to the lowest compared entry with this formula, charge and spin: 18.8059 eV
* Kohn-Sham gap: 9.1 eV

```
! RIJCOSX wB97M-V def2-TZVPD def2/J DEFGRID3
* xyz 0 1
C -4.15990 -3.14882 0.41982
H -4.67882 -4.04552 0.44226
H -3.25158 -3.08437 1.05556
H -3.71731 -3.17152 -0.69492
O -5.04605 -2.23229 0.38328
C -4.62136 -0.88164 0.49118
C -3.32706 -0.61953 0.34200
C -2.83557 0.85224 -0.02480
C -3.79235 1.87458 0.17240
C -5.02765 1.50398 0.52406
C -5.54238 0.44070 0.64578
H -6.61535 0.08449 0.73127
H -5.75669 2.16857 0.55187
H -3.41197 2.96745 0.20821
C -1.36504 1.13589 -0.33014
C -1.09078 0.69167 -1.51652
H -1.25487 -0.48496 -1.72910
C 0.42979 0.86180 -1.85347
N 1.37315 0.30734 -1.02499
C 1.90364 -0.86587 -1.21932
O 1.91875 -1.29156 -2.58537
C 2.57798 -1.57220 -0.09290
C 3.84006 -0.74549 0.33588
C 4.64264 -0.14209 -0.41373
C 5.75342 0.71278 -0.30691
C 5.99372 0.60583 1.30333
N 5.11573 -0.23527 2.14575
C 4.14309 -0.58862 1.61054
H 3.40120 -1.29206 2.48146
H 6.74632 1.10574 1.84498
H 6.44991 1.18167 -0.76175
H 4.51518 -0.27947 -1.78084
H 3.11293 -2.53268 -0.70479
H 2.00517 -2.09495 0.53811
C 1.01081 0.60486 0.38752
H 1.76338 0.39850 1.12635
C -0.38730 0.42582 0.60723
H -0.61377 -0.63155 1.02525
H -0.61036 0.82539 1.81125
H 1.12107 1.87835 0.49304
H 0.79447 0.45160 -2.76356
H 0.57538 2.05187 -1.64130
H -1.70555 1.28965 -2.29901
O -1.15245 2.40260 -0.10741
H -1.38626 2.90437 0.69232
H -2.37054 -1.35196 0.00626
*
```

Here are the Mulliken charges for atoms 1 to 5, given in e:
1. C -0.779
2. H 0.311
3. H 0.316
4. H 0.272
5. O -0.422

---

(2)
An isolated molecule of C19H22N2O4S in a non-equilibrium geometry. Source: the OMol25 dataset; level of theory: ωB97M-V with the def2-TZVPD basis set.

Values from the calculation:
* energy: -1545.2461 hartree
* SMILES string: COCCNC(=O)c1ccc(S(=O)(=O)N2CCCc3ccccc32)cc1
* ΔE to the lowest compared entry with this formula, charge and spin: 18.7697 eV
* Kohn-Sham gap: 7.1 eV

```
! RIJCOSX wB97M-V def2-TZVPD def2/J DEFGRID3
* xyz 0 1
C -1.58268 -5.49932 0.54713
O -1.84274 -4.50827 1.44264
C -3.08833 -3.98483 1.76560
C -3.13042 -2.76035 2.96185
N -2.13180 -1.71244 2.44181
C -0.92501 -1.34854 3.18115
O -0.98131 -1.74582 4.18408
C -0.35711 -0.25033 2.40509
C -0.85369 0.68174 1.73486
C -0.01731 1.59865 0.89314
C 1.29207 1.64517 1.15064
S 2.49711 2.77537 0.67806
O 3.87320 2.28698 0.57453
O 2.04500 3.96660 1.05324
N 1.97007 2.80732 -1.12401
C 1.40775 4.14085 -1.46148
C 0.87665 4.05927 -3.07394
C 0.04109 3.04687 -3.08286
C 0.55641 1.62422 -2.76982
C 0.03718 0.55769 -3.55040
C 1.02424 -0.76082 -3.07859
C 1.83202 -0.75648 -2.10159
C 2.31902 0.47016 -1.51596
C 1.48546 1.77721 -1.75479
C 1.84801 0.66133 2.23863
C 1.08134 -0.44997 2.58691
H -2.12468 -5.24167 -0.36899
H -2.12895 -6.35688 1.01838
H -0.56423 -5.70289 0.60106
H -3.54045 -3.48424 0.68776
H -3.71629 -4.91153 2.18685
H -2.50603 -3.20015 3.70131
H -3.97939 -2.48632 3.09414
H -2.04013 -1.51625 1.29391
H -1.79035 0.64901 1.64868
H -0.31820 2.43322 0.34038
H 2.03055 4.86151 -1.14225
H 0.27211 4.27917 -0.97698
H 0.43803 5.19085 -3.21033
H 1.87951 3.94306 -3.52974
H -0.18123 3.00776 -4.21903
H -0.91677 3.20548 -2.69830
H -0.47183 0.37520 -4.37248
H 0.42397 -1.55844 -3.47720
H 2.51493 -1.75191 -1.71715
H 2.93481 0.49773 -0.66883
H 3.12805 0.52815 2.18547
H 1.38037 -1.08311 3.29741
*
```

Here are the Mulliken charges for atoms 1 to 5, given in e:
1. C -0.696
2. O -0.244
3. C -0.398
4. C -1.136
5. N -0.284

---

(3)
An isolated molecule of C19H22N2O4S in a non-equilibrium geometry. Source: the OMol25 dataset; level of theory: ωB97M-V with the def2-TZVPD basis set.

Values from the calculation:
* energy: -1545.8172 hartree
* SMILES string: CCc1ccc(-c2cc(C)no2)cc1S(=O)(=O)N[C@@H](C)Cc1ccco1
* ΔE to the lowest compared entry with this formula, charge and spin: 3.2294 eV
* Kohn-Sham gap: 8.9 eV

```
! RIJCOSX wB97M-V def2-TZVPD def2/J DEFGRID3
* xyz 0 1
C 2.33296 3.67029 1.21729
C 1.32867 2.93664 0.33239
C 0.67232 1.75014 0.97624
C 1.26725 1.05238 2.02680
C 0.65866 -0.03973 2.61122
C -0.59157 -0.47597 2.17087
C -1.24141 -1.61425 2.78737
C -2.43914 -2.23777 2.53920
C -2.48741 -3.28545 3.49187
C -3.56214 -4.28874 3.68586
N -1.40723 -3.27186 4.22996
O -0.63053 -2.24890 3.80782
C -1.19600 0.21113 1.12014
C -0.56766 1.29146 0.53915
S -1.45427 2.01638 -0.85204
O -1.37937 3.44662 -0.78956
O -2.74889 1.40572 -0.92694
N -0.63034 1.55019 -2.21593
C -0.88805 0.25383 -2.79612
C -0.58636 0.29311 -4.29184
C -0.11574 -0.89129 -2.09698
C 1.35993 -0.71602 -2.16933
C 2.30653 -1.29570 -2.96137
C 3.54835 -0.72154 -2.58980
C 3.26636 0.16719 -1.60316
O 1.94406 0.18259 -1.34208
H 1.88397 3.92718 2.17352
H 2.64034 4.59083 0.72715
H 3.22501 3.07426 1.39731
H 0.54557 3.62925 0.02158
H 1.84004 2.59828 -0.57403
H 2.22974 1.36696 2.39628
H 1.14254 -0.56560 3.42000
H -3.17526 -1.99498 1.80290
H -3.67404 -4.89437 2.78782
H -4.50977 -3.78887 3.87867
H -3.31326 -4.93134 4.52490
H -2.16549 -0.07144 0.74248
H 0.33260 1.84397 -2.22422
H -1.95824 0.09155 -2.63907
H -0.89003 -0.63956 -4.75893
H -1.12912 1.11272 -4.75297
H 0.47825 0.43856 -4.46087
H -0.38210 -1.83349 -2.57579
H -0.42084 -0.92957 -1.04910
H 2.14330 -2.04223 -3.71112
H 4.51046 -0.94453 -3.00246
H 3.88735 0.82195 -1.02504
*
```

Here are the Mulliken charges for atoms 1 to 5, given in e:
1. C -1.664
2. C -0.204
3. C 0.717
4. C -0.537
5. C -1.336

---

(4)
An isolated molecule of C19H22N4O3S in a non-equilibrium geometry. Source: the OMol25 dataset; level of theory: ωB97M-V with the def2-TZVPD basis set.

Values from the calculation:
* energy: -1580.1569 hartree
* SMILES string: COCCCNc1nc2ccccc2nc1NS(=O)(=O)c1ccc(C)cc1
* ΔE to the lowest compared entry with this formula, charge and spin: 1.7273 eV
* Kohn-Sham gap: 8.0 eV

```
! RIJCOSX wB97M-V def2-TZVPD def2/J DEFGRID3
* xyz 0 1
C 2.40319 5.92201 -0.35433
O 1.77808 4.81328 -0.94225
C 0.44232 4.64504 -0.52311
C -0.14433 3.41941 -1.21263
C 0.59139 2.14384 -0.79142
N 0.04845 0.97942 -1.44468
C -0.75140 0.10318 -0.81553
N -1.03626 0.27831 0.45731
C -1.88171 -0.59438 1.05278
C -2.17935 -0.45893 2.41914
C -3.05738 -1.32519 3.01738
C -3.66916 -2.34851 2.28269
C -3.39279 -2.50762 0.94871
C -2.48917 -1.64171 0.31829
N -2.15237 -1.84239 -0.98502
C -1.30124 -1.02868 -1.52919
N -0.89157 -1.28885 -2.83650
S 0.76193 -1.66911 -3.04851
O 0.78785 -2.77538 -3.95370
O 1.44657 -0.46811 -3.43156
C 1.21999 -2.13879 -1.39001
C 1.99274 -1.29272 -0.62077
C 2.14152 -1.55881 0.72896
C 1.51061 -2.65359 1.31054
C 1.59565 -2.89171 2.78459
C 0.76546 -3.51101 0.50479
C 0.61563 -3.25647 -0.84538
H 3.41723 5.95427 -0.74716
H 2.43691 5.82783 0.73886
H 1.88361 6.85498 -0.60805
H -0.14582 5.54055 -0.78049
H 0.40543 4.51825 0.57082
H -0.05484 3.54591 -2.29221
H -1.20006 3.33435 -0.95305
H 0.48517 1.99103 0.28428
H 1.64752 2.24575 -1.05012
H 0.31607 0.79614 -2.40123
H -1.70582 0.33926 2.96955
H -3.28736 -1.21955 4.06787
H -4.36127 -3.01488 2.77594
H -3.84658 -3.29229 0.36354
H -1.45205 -2.02789 -3.24443
H 2.45351 -0.43580 -1.08486
H 2.73377 -0.89574 1.34118
H 1.64015 -3.95545 3.00517
H 2.46633 -2.40131 3.21144
H 0.70497 -2.48638 3.26574
H 0.28058 -4.36927 0.94498
H 0.02788 -3.90231 -1.47837
*
```

Here are the Mulliken charges for atoms 1 to 5, given in e:
1. C -0.744
2. O -0.283
3. C -0.653
4. C -0.450
5. C -1.049

---

(5)
An isolated molecule of C19H22N4O5S2 in a non-equilibrium geometry. Source: the OMol25 dataset; level of theory: ωB97M-V with the def2-TZVPD basis set.

Values from the calculation:
* energy: -2128.7879 hartree
* SMILES string: Cc1ccsc1/C=N/NC(=O)CNC(=O)c1ccc(S(=O)(=O)N2CCOCC2)cc1
* ΔE to the lowest compared entry with this formula, charge and spin: 2.8646 eV
* Kohn-Sham gap: 8.1 eV

```
! RIJCOSX wB97M-V def2-TZVPD def2/J DEFGRID3
* xyz 0 1
C 3.38024 -0.36308 -0.97507
C 2.62809 -1.36881 -0.17138
C 2.74167 -1.43792 1.23464
C 1.96087 -2.40427 1.78641
S 1.03892 -3.25539 0.62086
C 1.73022 -2.29708 -0.65788
C 1.30970 -2.51250 -2.00530
N 0.18332 -3.05698 -2.25469
N -0.19467 -3.26205 -3.53068
C -1.46924 -3.57195 -3.90118
O -1.73435 -3.80325 -5.06055
C -2.51054 -3.53399 -2.78903
N -2.42045 -2.30933 -2.03051
C -2.05651 -2.32791 -0.72282
O -2.19180 -3.31396 -0.02891
C -1.42617 -1.08093 -0.18360
C -1.27594 -1.00106 1.20019
C -0.48702 -0.02002 1.76819
C 0.14959 0.88652 0.94467
S 1.32019 2.04718 1.64866
O 1.79346 1.50167 2.88608
O 2.27927 2.36305 0.62666
N 0.56404 3.48511 2.03329
C 0.15042 4.31176 0.92700
C -1.30738 3.98577 0.52063
O -1.77663 2.85716 1.22241
C -1.78918 3.07196 2.61607
C -0.37265 3.43338 3.12784
C -0.01064 0.84873 -0.42497
C -0.80201 -0.13370 -0.99148
H 3.19863 0.63224 -0.56939
H 3.08850 -0.37869 -2.02106
H 4.45032 -0.55787 -0.90617
H 3.36767 -0.77578 1.80465
H 1.87382 -2.66445 2.82251
H 1.98248 -2.18577 -2.80853
H 0.48724 -3.16045 -4.28825
H -3.49700 -3.64926 -3.24792
H -2.33593 -4.35170 -2.08284
H -2.33546 -1.45666 -2.55904
H -1.75156 -1.75713 1.80649
H -0.31566 0.02512 2.83191
H 0.24569 5.36108 1.22507
H 0.85437 4.11292 0.11984
H -1.38300 3.72551 -0.53584
H -1.96443 4.84478 0.72353
H -2.14984 2.13786 3.04830
H -2.50107 3.87558 2.85788
H -0.37449 4.40987 3.62289
H 0.01142 2.68849 3.82354
H 0.52247 1.56055 -1.03512
H -0.87899 -0.17436 -2.06799
*
```

Here are the Mulliken charges for atoms 1 to 5, given in e:
1. C -1.187
2. C 0.322
3. C -0.291
4. C -0.635
5. S -0.148

---

| no. | E_LUMO (eV) |
| --- | --- |
| 1 | 0.26 |
| 2 | -0.32 |
| 3 | 0.19 |
| 4 | 0.04 |
| 5 | -0.11 |